No. 1
{"formula": "C26H32AsClIN2O8OsP2", "method": "the ωB97M-V functional and the def2-TZVPD basis", "species": ["Os", "Cl", "C", "C", "C", "I", "C", "O", "C", "N", "C", "C", "C", "C", "H", "H", "H", "H", "C", "C", "O", "P", "O", "O", "O", "P", "O", "O", "O", "H", "H", "H", "H", "H", "H", "H", "C", "As", "C", "C", "C", "C", "C", "C", "C", "C", "H", "H", "H", "H", "H", "H", "H", "H", "H", "H", "H", "H", "H", "C", "C", "C", "C", "C", "C", "N", "H", "H", "H", "H", "H", "H", "H", "H"], "xyz": [[-1.49852, -0.96042, 0.32700], [-2.66960, -7.53443, 1.57653], [-2.83431, -5.87937, 1.13221], [-4.07892, -5.34721, 0.93292], [-4.25587, -3.98274, 0.60478], [-6.15138, -3.19620, 0.37758], [-3.15106, -3.18147, 0.46024], [-3.17446, -1.87838, 0.16675], [-1.86862, -3.74524, 0.61542], [-0.84328, -2.86284, 0.43499], [0.39365, -3.26140, 0.69828], [0.67532, -4.56539, 1.10540], [-0.34307, -5.47990, 1.24376], [-1.66458, -5.07817, 0.99622], [-4.94867, -5.97870, 1.04388], [1.18017, -2.53411, 0.55590], [1.70154, -4.83582, 1.30206], [-0.14076, -6.49445, 1.55697], [-1.31332, 1.95054, 2.90237], [-0.30489, 0.89837, 3.35142], [0.54459, 1.36528, 4.38870], [0.84728, 0.47680, 2.01645], [1.68045, -0.77942, 2.45254], [1.85667, 1.65141, 1.80285], [0.12899, 0.28012, 0.70493], [-1.20862, -0.65508, 3.77320], [-0.00948, -1.58168, 4.36916], [-2.27051, -0.44480, 4.75428], [-1.47902, -1.24716, 2.38789], [-0.80943, 2.90556, 2.75687], [-2.08284, 2.05366, 3.66774], [-1.80704, 1.67397, 1.96936], [0.01682, 1.53430, 5.18111], [1.37428, -1.20738, 3.28143], [2.34961, 1.90963, 2.59544], [-0.18968, -1.87677, 5.27061], [1.26613, 3.00365, -3.61503], [0.64229, 2.43513, -1.84537], [-0.90552, 3.63927, -1.71017], [1.90974, 3.53001, -0.78423], [3.31895, 3.04789, -0.95666], [4.33788, 3.93623, -1.28767], [5.64811, 3.50272, -1.42112], [5.96588, 2.16935, -1.21624], [4.95865, 1.27088, -0.89424], [3.64847, 1.70503, -0.77499], [1.37323, 4.08747, -3.65781], [0.54705, 2.68890, -4.37132], [2.22944, 2.54275, -3.82824], [-0.59955, 4.68177, -1.80508], [-1.40435, 3.50250, -0.75049], [-1.61220, 3.40442, -2.50613], [1.60369, 3.46445, 0.26323], [1.82157, 4.57190, -1.09902], [4.10166, 4.98288, -1.43689], [6.42224, 4.20972, -1.68796], [6.98927, 1.83278, -1.30554], [5.19668, 0.22728, -0.73519], [2.86597, 0.99422, -0.53469], [-3.78314, 0.75528, -1.19569], [-2.61328, 0.31288, -2.01904], [-2.36405, 0.53972, -3.32124], [-1.05679, -0.00239, -3.63486], [-0.54478, -0.53151, -2.50841], [0.70446, -1.31746, -2.31003], [-1.51749, -0.39400, -1.49143], [-3.90880, 1.83453, -1.27212], [-3.67647, 0.51029, -0.13281], [-4.70530, 0.28167, -1.53096], [-3.03919, 1.03644, -3.99897], [-0.57519, -0.01071, -4.59888], [0.75442, -2.14556, -3.01633], [0.76343, -1.72243, -1.30249], [1.58544, -0.68909, -2.46316]], "lowdin_charge": [1.637, 0.756, -0.589, -0.136, -0.634, 1.017, -0.385, -0.245, -0.140, -0.038, -0.074, 0.002, 0.031, -0.150, 0.104, 0.112, 0.123, 0.111, -0.041, -0.598, -0.036, 0.517, -0.078, -0.058, -0.419, 0.368, -0.137, -0.229, -0.412, 0.100, 0.097, 0.069, 0.123, 0.073, 0.129, 0.110, -0.297, 1.158, -0.310, -0.344, -0.322, -0.046, -0.079, -0.091, -0.084, -0.093, 0.031, 0.014, 0.023, 0.026, 0.008, 0.014, 0.054, 0.072, 0.112, 0.106, 0.103, 0.101, 0.072, -0.026, -0.339, -0.016, -0.047, -0.387, -0.027, -0.129, 0.085, 0.054, 0.090, 0.122, 0.119, 0.092, 0.025, 0.077], "e_above_lowest_kcal_mol": 58.7, "charge": 1, "spin_multiplicity": 1}

No. 2
{"formula": "C26H32AsF6N2O3Pd", "method": "the ωB97M-V functional and the def2-TZVPD basis", "species": ["Pd", "C", "C", "O", "C", "C", "C", "C", "C", "C", "O", "H", "H", "H", "H", "H", "H", "H", "O", "C", "C", "C", "C", "C", "C", "N", "H", "H", "H", "H", "H", "H", "H", "F", "As", "F", "F", "F", "F", "F", "C", "C", "C", "C", "C", "C", "C", "C", "N", "C", "C", "C", "C", "H", "H", "H", "H", "H", "H", "H", "H", "H", "H", "H", "H", "H", "H", "H", "H", "H", "H"], "xyz": [[0.63591, -0.30363, -0.89721], [4.21614, -2.75473, -0.33901], [3.12097, -1.86515, 0.15325], [2.67525, -1.01013, -0.61753], [2.62069, -2.00914, 1.53393], [3.22584, -2.89105, 2.39093], [2.83005, -3.01396, 3.73789], [1.79917, -2.21986, 4.25533], [1.17398, -1.32126, 3.44123], [1.53744, -1.17970, 2.04578], [0.88672, -0.35459, 1.36280], [4.41490, -2.53041, -1.38211], [3.90697, -3.79847, -0.25111], [5.12837, -2.62017, 0.24429], [4.03442, -3.51896, 2.04468], [3.33990, -3.72591, 4.37230], [1.50358, -2.32493, 5.29011], [0.36304, -0.69536, 3.78963], [-1.25402, 0.57618, -1.82099], [-1.32091, 0.47501, -3.25499], [0.01183, 0.09636, -3.83637], [0.14914, -0.06037, -5.20541], [1.39308, -0.36738, -5.72421], [2.46991, -0.50131, -4.85763], [2.25412, -0.35152, -3.50648], [1.04557, -0.05063, -3.00673], [-1.98657, 0.06530, -1.45074], [-1.62917, 1.44770, -3.64214], [-2.06620, -0.26792, -3.53865], [-0.71351, 0.05572, -5.84810], [1.52261, -0.50311, -6.78930], [3.46050, -0.73538, -5.21889], [3.04843, -0.47975, -2.78702], [-1.24212, -1.98045, -1.54593], [-0.37545, -3.52670, -1.22606], [0.18730, -2.65394, 0.22736], [0.59581, -4.86088, -0.80976], [-1.72843, -4.06833, -0.33792], [-0.93117, -4.16879, -2.69341], [0.98099, -2.75844, -2.04392], [-4.61122, 3.21322, 2.97059], [-3.69701, 2.18566, 2.36582], [-4.02297, 0.81784, 2.40947], [-3.21606, -0.18139, 1.83240], [-3.61167, -1.62982, 1.88597], [-2.04984, 0.19421, 1.21614], [-1.67492, 1.57472, 1.16117], [-2.53534, 2.56815, 1.74222], [-0.59036, 1.94693, 0.53752], [0.32202, 3.01065, 0.21570], [-0.19555, 3.75641, -1.01644], [0.46835, 3.93657, 1.43944], [1.67904, 2.35574, -0.08407], [-5.41103, 2.74244, 3.53747], [-5.06627, 3.82430, 2.19016], [-4.06471, 3.87848, 3.63832], [-4.93953, 0.52035, 2.90471], [-4.51098, -1.77369, 2.48024], [-2.81281, -2.23516, 2.31482], [-3.79906, -2.01591, 0.88300], [-1.40283, -0.56183, 0.79169], [-2.26550, 3.61071, 1.66592], [-1.19104, 4.16278, -0.84170], [-0.22564, 3.10185, -1.88638], [0.48058, 4.58479, -1.22930], [-0.36142, 4.63516, 1.51691], [1.37801, 4.52190, 1.30496], [0.56252, 3.36567, 2.36216], [1.62644, 1.70216, -0.97334], [2.06692, 1.80708, 0.77039], [2.38677, 3.13603, -0.36384]], "mulliken_spin": [1.534, 0.005, 0.003, 0.137, 0.117, 0.043, 0.256, -0.046, 0.207, 0.016, 0.322, 0.001, 0.004, -0.001, 0.012, -0.002, 0.008, 0.015, 0.065, -0.003, 0.004, 0.004, -0.002, 0.008, -0.013, 0.144, -0.001, 0.003, 0.003, 0.001, 0.000, 0.001, 0.009, 0.019, 0.001, 0.016, 0.000, 0.000, 0.001, 0.008, 0.004, -0.016, 0.320, -0.015, 0.000, 0.066, 0.174, 0.229, 1.071, -0.044, 0.050, 0.076, 0.206, -0.002, -0.004, -0.004, -0.004, -0.004, -0.002, -0.003, 0.039, 0.009, 0.000, -0.004, 0.002, -0.004, 0.005, 0.005, -0.044, -0.011, 0.006], "s_squared": 8.841, "charge": 2, "spin_multiplicity": 6}

No. 3
{"formula": "C26H32BeBrO4", "method": "the ωB97M-V functional and the def2-TZVPD basis", "species": ["O", "C", "C", "H", "H", "C", "H", "H", "C", "H", "H", "H", "C", "H", "H", "H", "Be", "C", "C", "C", "H", "C", "C", "H", "H", "H", "H", "C", "C", "C", "H", "C", "C", "H", "H", "H", "H", "O", "C", "C", "H", "H", "C", "H", "H", "C", "H", "H", "H", "H", "Br", "C", "C", "C", "C", "C", "C", "C", "O", "O", "H", "H", "H", "H"], "xyz": [[-3.21473, -2.74864, -2.94018], [-3.92198, -3.99861, -2.62761], [-4.78302, -4.01921, -3.88717], [-4.51620, -3.87295, -1.71171], [-3.20371, -4.82740, -2.52711], [-4.08056, -2.66744, -4.14118], [-5.86115, -3.94796, -3.75461], [-4.50940, -4.77239, -4.63079], [-5.03413, -1.49138, -4.08409], [-5.43719, -1.34690, -3.07390], [-5.87904, -1.63150, -4.77751], [-4.49886, -0.59111, -4.40654], [-3.25726, -2.72496, -5.41090], [-2.56534, -3.57299, -5.34955], [-2.68586, -1.79840, -5.51425], [-3.92971, -2.84358, -6.27316], [-0.21399, -2.09630, -0.71240], [1.32542, -1.38586, -1.67232], [1.59762, -2.72120, -1.26458], [0.58096, -3.57360, -1.79634], [2.46288, -3.09551, -0.71341], [-0.33839, -2.76355, -2.50781], [0.05328, -1.38669, -2.36918], [-0.54980, -0.53759, -2.69271], [1.97368, -0.52057, -1.51120], [0.56886, -4.66724, -1.77079], [-1.17042, -3.14925, -3.08534], [0.05370, 3.02614, -0.03070], [-0.28630, 3.03244, -1.41543], [-1.70833, 3.13440, -1.51912], [0.41780, 2.96377, -2.24140], [-2.23986, 3.23986, -0.20028], [-1.14855, 3.14993, 0.72203], [-1.20389, 3.16913, 1.80656], [1.04923, 2.93082, 0.39524], [-2.28880, 3.14353, -2.43836], [-3.29077, 3.35573, 0.05166], [-4.86675, 0.02704, -1.24537], [-3.43101, 0.12932, -1.17539], [-2.91222, -1.12862, -0.46846], [-3.12637, 0.99767, -0.56531], [-3.01747, 0.25686, -2.18592], [-4.16331, -1.75517, 0.18191], [-2.16184, -0.89795, 0.28336], [-2.50589, -1.84755, -1.17509], [-5.27031, -0.70945, -0.05380], [-4.06779, -2.06484, 1.22677], [-4.41149, -2.64558, -0.42247], [-5.36988, -0.05522, 0.84059], [-6.24919, -1.15980, -0.26891], [-2.52894, 0.53403, 2.18359], [-1.24481, -0.14541, 3.42947], [-1.57334, -0.16656, 4.79197], [-0.57795, -0.43980, 5.73929], [0.73009, -0.65198, 5.29506], [1.01728, -0.77820, 3.93009], [-0.00302, -0.62533, 2.96887], [0.22878, -0.78543, 1.48688], [0.86388, 0.08699, 0.89394], [-0.28881, -1.88467, 0.90053], [-2.59938, 0.01836, 5.11600], [-0.82704, -0.47420, 6.80116], [1.53093, -0.78617, 6.02810], [2.03041, -1.02296, 3.61300]], "nbo_charge": [-0.565, -0.060, -0.472, 0.184, 0.178, 0.286, 0.210, 0.202, -0.642, 0.254, 0.201, 0.219, -0.626, 0.207, 0.220, 0.210, 1.690, -0.331, -0.411, -0.411, 0.236, -0.423, -0.531, 0.275, 0.269, 0.232, 0.267, -0.346, -0.379, -0.377, 0.174, -0.398, -0.365, 0.177, 0.185, 0.175, 0.179, -0.554, -0.098, -0.489, 0.227, 0.189, -0.420, 0.248, 0.210, -0.076, 0.216, 0.180, 0.168, 0.172, 0.099, 0.060, -0.280, -0.219, -0.232, -0.177, -0.182, 0.767, -0.575, -0.983, 0.222, 0.209, 0.206, 0.219], "e_above_lowest_kcal_mol": 3.2, "charge": -1, "spin_multiplicity": 1}

No. 4
{"formula": "C26H32BrFFeN3O", "method": "the ωB97M-V functional and the def2-TZVPD basis", "species": ["Fe", "C", "C", "C", "C", "C", "C", "C", "C", "C", "C", "C", "C", "N", "C", "C", "C", "C", "C", "C", "F", "H", "H", "H", "H", "H", "H", "H", "H", "H", "H", "H", "H", "H", "H", "H", "H", "H", "H", "H", "H", "H", "C", "N", "C", "C", "O", "H", "H", "H", "H", "H", "H", "H", "Br", "C", "C", "C", "N", "C", "C", "H", "H", "H", "H"], "xyz": [[-0.04055, 0.18125, 0.12274], [5.47986, -2.13714, 0.48012], [4.02261, -2.11256, 0.00554], [3.62474, -3.50372, -0.50307], [3.80541, -1.07058, -1.08027], [4.55434, -1.18621, -2.24794], [4.40150, -0.30771, -3.30209], [3.46593, 0.70778, -3.20418], [2.66927, 0.83882, -2.07505], [1.67372, 1.97830, -1.97860], [2.32026, 3.18458, -1.29423], [1.07398, 2.39273, -3.32310], [2.84588, -0.04328, -0.98715], [1.99731, 0.08238, 0.14156], [2.51266, 0.18451, 1.41676], [3.80940, 0.61415, 1.74301], [4.22906, 0.68154, 3.06137], [3.37724, 0.35347, 4.11107], [2.07171, -0.02005, 3.82406], [1.69747, -0.07748, 2.50746], [0.39509, -0.44026, 2.18088], [5.58614, -2.82804, 1.31784], [5.81027, -1.15193, 0.80872], [6.14421, -2.47176, -0.31794], [3.39723, -1.88632, 0.86439], [4.24706, -3.80126, -1.34830], [2.58094, -3.52435, -0.82391], [3.75508, -4.24416, 0.28784], [5.28247, -1.98373, -2.33157], [4.99772, -0.41363, -4.19878], [3.36481, 1.41365, -4.01806], [0.84155, 1.64151, -1.34811], [3.21935, 3.47813, -1.83781], [2.59805, 2.95011, -0.26486], [1.63531, 4.03671, -1.28740], [1.81396, 2.88355, -3.95433], [0.26401, 3.10778, -3.15890], [0.66677, 1.53604, -3.86441], [4.46994, 0.90313, 0.93526], [5.24524, 0.98571, 3.27705], [3.71985, 0.38670, 5.13501], [1.36067, -0.27561, 4.59884], [-3.02210, -1.70001, -3.53548], [-2.12188, -1.37284, -2.42430], [-0.67211, -1.42518, -2.60402], [-2.61292, -0.97316, -1.26763], [-1.92248, -0.63249, -0.28657], [-2.43405, -2.02838, -4.38575], [-3.60839, -0.83209, -3.83331], [-3.70387, -2.50062, -3.25387], [-0.42781, -2.05694, -3.45148], [-0.20613, -1.84465, -1.71189], [-0.26032, -0.42420, -2.76979], [-3.70454, -0.95340, -1.21561], [-0.34055, 6.95521, 0.31998], [-0.43793, 5.08464, 0.42793], [-1.17499, 4.37155, -0.50759], [-1.19669, 2.99783, -0.40215], [-0.52476, 2.32360, 0.54139], [0.16681, 3.02739, 1.44323], [0.23143, 4.40730, 1.43275], [-1.71216, 4.87666, -1.29702], [-1.77437, 2.40212, -1.09949], [0.69420, 2.45635, 2.19885], [0.80067, 4.93807, 2.18150]], "mulliken_spin": [3.781, 0.001, -0.003, -0.001, 0.016, -0.006, 0.009, -0.006, -0.055, 0.062, 0.005, -0.003, 0.003, 0.082, 0.036, 0.015, -0.007, 0.016, -0.007, -0.001, 0.005, 0.000, 0.000, 0.000, 0.001, 0.000, -0.001, 0.000, 0.000, 0.001, 0.000, -0.057, 0.002, -0.001, -0.001, -0.001, -0.001, 0.003, 0.000, 0.000, 0.001, 0.000, 0.001, 0.000, 0.047, 0.006, 0.024, 0.000, 0.000, 0.000, 0.001, -0.011, -0.016, 0.002, 0.000, 0.000, 0.002, 0.001, 0.039, 0.011, 0.003, 0.000, -0.003, 0.008, 0.000], "s_squared": 6.010, "e_above_lowest_kcal_mol": 8.2, "charge": 1, "spin_multiplicity": 5}

Table of E (eV), in record order: -149347.278, -117212.130, -106114.502, -141141.889